The following is a quantum chemistry calculation of a 11-piece molecular cluster, C61H153N11O17 overall in a non-equilibrium geometry, from OMol25.

Summary:
max |F|: 0.0582 hartree/bohr
ΔE to the lowest compared entry with this formula, charge and spin: 0.0 kcal per mole
net charge: 0
calculated total energy: -116921.3250 eV
gap between HOMO and LUMO: 8.336 eV

Positions of all 242 atoms, in Å:
1 H -2.0853 1.6513 -1.7384
2 C -9.1446 4.4108 2.2120
3 N 5.0251 4.3719 3.5608
4 H 0.5784 0.2348 2.4263
5 N -0.0749 0.6682 -0.4261
6 H 4.2163 -5.9369 -0.3606
7 H 5.0650 4.3373 0.1177
8 C 5.4399 -3.6141 -3.5034
9 O 0.0804 2.0585 -0.6603
10 O -4.7997 0.4383 3.5690
11 C 0.8806 -1.4053 0.4306
12 H -4.2771 -5.5047 1.8797
13 H 3.1293 -6.8333 -1.4340
14 C 5.6451 3.9398 5.9831
15 C -7.5049 -1.0898 3.2433
16 C 7.9551 2.3694 -0.1215
17 C 2.3892 0.2280 -0.5286
18 H -0.1442 -3.9371 2.8635
19 H -5.5224 -1.7732 2.6049
20 H -6.6073 -3.6344 3.5681
21 C -1.4823 -1.2892 -0.1249
22 H -2.7219 -3.1356 -3.8320
23 N -3.4488 -5.3144 -1.3415
24 H 1.5602 2.6265 -7.6193
25 C 6.3273 3.6446 8.2220
26 H -7.2929 4.5679 3.5865
27 H 6.9761 -2.2034 -2.6707
28 C 5.3808 3.3289 4.6013
29 H -0.4020 5.1258 -1.8856
30 H 7.5358 -2.1351 3.3229
31 H 0.9980 -1.7881 -0.5832
32 H 4.7430 4.4937 6.2428
33 H -2.6650 5.8927 -4.5543
34 H -0.7591 -1.4994 1.8754
35 C -2.2356 0.5829 -1.5833
36 C 4.8954 3.8203 2.1869
37 C 5.3538 0.1157 -3.0216
38 H 5.8755 3.3544 2.0848
39 H -1.0576 -8.2903 1.7720
40 H 7.4676 0.3159 -0.8287
41 C -4.6490 1.1056 -4.7451
42 H -14.3686 1.9616 2.5978
43 H 3.6526 -5.3763 -3.3248
44 H -1.6089 -6.0267 3.1996
45 C -2.1219 0.9216 0.9414
46 H -2.6080 5.3544 -2.8335
47 H 2.4550 -4.6001 0.9903
48 H -14.8486 3.5655 3.0030
49 H 2.7116 -3.3438 5.2672
50 C 2.3436 -1.4004 -4.7715
51 H -3.5269 2.0014 3.5409
52 C -1.2432 -4.4096 -1.8573
53 C 6.3839 -4.5259 2.8391
54 C 7.7941 3.1480 -1.4142
55 H -0.5360 -7.5251 0.2138
56 H 1.9068 4.3842 -2.3970
57 H 7.2568 4.1529 7.9656
58 H 0.6294 0.9267 -4.8795
59 H 5.3854 -6.2941 3.8032
60 H 0.8305 4.7786 -6.4363
61 H 0.3024 2.1248 -1.5919
62 O -2.0942 -6.5838 1.3267
63 C 2.0116 2.1590 -3.6853
64 H -1.9166 1.9918 0.9182
65 H -6.0222 -0.1782 5.1112
66 O 7.0472 0.4750 1.2851
67 H -5.2907 2.9430 0.9186
68 H -2.1106 1.7569 -4.5515
69 H 6.4085 4.7029 5.8317
70 H -2.6626 3.9406 -6.5452
71 H -15.4898 2.9912 1.6451
72 H -2.9058 -3.3401 -1.0777
73 H -0.6285 4.8213 -7.4151
74 H -3.0352 -5.6757 -0.4939
75 H 2.4279 5.3097 -9.8479
76 H -7.9732 3.0396 3.2547
77 H 7.5845 2.9952 0.6903
78 C 2.4574 4.4748 0.3557
79 H -4.1803 1.6264 5.1578
80 H 0.0329 -6.8542 1.5739
81 H -2.1838 -3.5490 2.8523
82 H 1.4447 -1.7252 -5.2956
83 H 2.2830 0.6080 2.1850
84 N -6.1814 -2.9749 4.2035
85 C 4.6809 4.8042 1.0247
86 C 5.2075 -5.4457 3.1425
87 O 2.5628 -0.0095 -4.6741
88 H 2.8658 -1.7762 4.4871
89 C -3.6125 -5.2488 2.7049
90 O -6.9054 3.8365 1.6618
91 H 1.5589 4.6018 -4.1592
92 H 2.3184 3.6812 1.0898
93 H 6.2865 -1.7230 -4.1753
94 H -8.0009 -0.5689 4.0623
95 H 0.8824 -4.5392 0.3568
96 H -2.4160 -1.6715 0.2875
97 H 0.0893 2.7603 -3.9777
98 H -0.8625 -5.3964 -2.1210
99 H 8.1448 4.1485 -1.1614
100 C -6.0904 -1.6367 3.5251
101 H 5.0267 0.3637 -4.0314
102 C 0.0261 5.2951 -2.8736
103 C 1.1515 4.3434 -3.1818
104 C 4.3234 -5.4410 -2.4681
105 H 3.4598 -3.3996 2.4008
106 H -0.0180 2.4998 -8.3126
107 C -12.2008 3.5181 1.9881
108 H 6.0011 -3.7749 2.1480
109 H 4.7451 0.7183 -2.3475
110 H -0.4868 -2.9523 0.9494
111 C -1.4542 0.2247 -0.2676
112 H 5.9578 -1.2071 0.8805
113 N -0.6555 3.5146 -5.8817
114 H 1.6817 -1.8469 1.0233
115 N 0.8096 2.9154 -3.2869
116 H -5.4668 0.6326 -5.2887
117 N 9.3741 2.0279 0.1297
118 H -8.9678 5.3355 1.6626
119 H 2.7974 2.1026 -2.9320
120 H 1.5403 4.9834 0.0583
121 C 2.6589 -2.8311 4.3068
122 C -3.3167 -3.7961 -3.2011
123 H 9.4947 1.7589 1.0958
124 H -7.4677 -0.4006 2.3997
125 H -5.9033 2.0213 2.1819
126 H 4.9302 0.1307 1.4701
127 C -11.0934 3.6293 0.8459
128 H 2.4648 2.5962 -4.5750
129 H -5.7737 -1.6279 -2.7259
130 H 4.7086 -5.8436 2.2588
131 H 6.0928 1.3026 -0.3811
132 C 3.7878 -3.4678 3.4381
133 O -3.9043 1.9177 -5.6264
134 H -11.2517 2.8552 0.0951
135 C 0.6917 -4.0882 3.5465
136 H 8.4246 -2.7774 4.7731
137 O 5.9197 2.9531 7.0155
138 H 0.3457 6.3353 -2.8113
139 H -0.7661 -3.5981 -2.4068
140 H 6.1474 -4.2144 -4.0754
141 H -4.8409 -4.4443 4.1217
142 H -1.6833 0.5042 1.8478
143 H -4.4750 -1.0993 4.8485
144 H 2.3946 -1.8761 -3.7921
145 H -4.8951 -5.9445 4.1018
146 H 2.8799 4.8403 -8.3143
147 C -3.0880 -3.8494 2.3228
148 O -13.4701 3.4085 1.3737
149 C 5.9159 -0.3312 1.5279
150 N 4.1011 -4.8257 3.8421
151 C 7.1063 1.0290 -0.0877
152 H 2.2271 -0.0916 -1.5580
153 H -6.8820 -2.9107 4.9281
154 H 4.2037 4.8847 3.8482
155 H -3.4606 -4.6678 -3.8394
156 H 1.0633 1.7802 1.7352
157 H 4.5662 2.6071 4.6606
158 C 6.0390 -2.2011 -3.2275
159 H -2.8774 0.6965 4.4221
160 C -7.8168 4.0195 2.8036
161 C -2.5163 -6.3057 2.6639
162 H 1.3386 -4.9185 3.2629
163 C -4.8388 -2.0113 -2.3171
164 H 5.3713 5.6418 1.1241
165 H -3.0930 3.1799 -4.2254
166 H -8.2135 -1.8287 2.8691
167 H 2.7854 1.2300 -0.6934
168 C -0.5036 -1.8646 0.8807
169 C 3.5264 -5.8456 -1.1995
170 H -3.2080 0.8294 0.9380
171 H -9.1747 3.2838 0.3969
172 H -0.9214 -4.2907 -0.8227
173 H 1.6310 -6.1502 0.4912
174 O 1.1566 3.8938 -9.1709
175 O -0.9171 5.2138 -3.9349
176 H 8.6964 -3.3504 3.1290
177 H -4.7721 -2.2784 -1.2624
178 H 4.3557 -4.7547 4.8169
179 C -5.3166 -0.5836 4.3861
180 H 7.1637 -5.0729 2.3091
181 C -14.5317 2.9477 2.1628
182 O 6.8269 -3.8936 4.0175
183 H -11.2741 4.5798 0.3439
184 H -12.0755 4.2793 2.7582
185 C -5.7569 3.0630 1.8966
186 O 5.0918 -1.2552 -2.6265
187 C 1.8128 -5.0996 0.2650
188 H 4.1371 3.0427 2.2788
189 O 2.3552 -4.9994 -1.0496
190 H -3.7662 -3.0076 2.4629
191 H 2.7976 3.9903 -0.5595
192 C 1.9779 4.9963 -8.9059
193 H 9.9612 2.8414 0.0134
194 H -2.1838 2.4116 -7.0322
195 H -3.3160 0.5005 -1.4643
196 C -3.8219 1.2016 4.2202
197 H 4.6653 -3.6549 -1.6707
198 H -4.3816 -5.0203 -1.0896
199 C 0.7267 3.2257 -7.9859
200 H 4.7116 -2.8893 3.4423
201 H -0.7624 4.2301 -5.1768
202 C -2.7540 -4.1384 -1.8042
203 O 3.3591 5.4265 0.9420
204 H -12.0501 2.5937 2.5455
205 H -5.0663 1.6477 -3.8965
206 H -2.7350 -3.8724 1.2918
207 H -1.3036 -1.9113 -1.0019
208 N -4.1992 -5.2173 4.0178
209 O 1.3748 -2.8536 3.6911
210 H 3.1377 -1.7484 -5.4321
211 H 0.9159 0.2947 -3.3426
212 H 5.9012 -0.6854 2.5587
213 C 1.0891 0.1178 0.3063
214 N 5.1853 -4.2587 -2.2913
215 H 6.5042 3.0169 9.0953
216 H 1.4217 5.8640 -8.5512
217 C -2.0914 5.8939 -3.6274
218 C -2.0485 3.1072 -6.2040
219 H 3.1415 -0.4850 -0.1912
220 H -1.9240 6.9162 -3.2883
221 H -1.8877 0.0355 -2.4594
222 H -3.9953 0.3259 -4.3542
223 H 6.7724 3.2212 -1.7870
224 C -2.7939 2.4764 -5.0025
225 C 0.1120 4.1566 -6.9701
226 N -9.7152 3.3939 1.2430
227 H 8.5037 2.6695 -2.0893
228 C -0.8727 -7.3587 1.2371
229 H 6.3161 2.8437 4.3223
230 H -5.0206 3.5647 2.5245
231 H 6.3443 0.5521 -2.8933
232 H -2.8839 -7.2419 3.0841
233 H 5.6469 4.4685 8.4370
234 H 4.6089 -3.4207 -4.1819
235 H -9.8471 4.5832 3.0274
236 H -4.0163 -1.3024 -2.4116
237 H 0.2105 -4.3685 4.4835
238 O -4.5996 -3.1170 -3.1532
239 H 4.8442 -6.2932 -2.9046
240 C 1.4415 0.7734 -4.1688
241 C 1.2883 0.7138 1.7520
242 C 7.9322 -3.0147 3.8300

Cartesian forces, eV/Å:
H 0.165 0.088 -0.281
C -0.013 0.239 -1.265
N 0.851 0.258 0.765
H 0.018 0.020 0.120
N 1.536 -0.602 -0.826
H -0.303 0.492 0.449
H -0.842 -0.346 -0.463
C 1.295 2.529 -0.655
O -0.493 -0.393 1.394
O -0.154 -0.236 -0.281
C -0.157 -0.153 -0.168
H -0.564 -0.282 -0.009
H 0.098 -0.378 0.291
C -0.862 -0.086 -0.196
C 0.048 0.189 -1.300
C -0.567 -1.798 1.100
C -0.482 0.199 -0.792
H 0.396 0.013 -0.314
H -0.133 0.006 -0.054
H -0.040 0.025 -0.485
C -0.159 -1.835 1.144
H 0.862 0.252 0.457
N -0.546 -0.459 0.183
H 0.176 0.132 0.544
C 0.389 0.642 -1.435
H -0.542 0.939 -0.172
H -0.104 -0.307 0.445
C -0.209 0.561 -0.607
H -0.506 -0.593 -0.002
H 0.134 0.561 0.332
H 0.123 -0.261 -0.210
H -0.222 0.130 0.417
H -0.306 0.140 0.224
H 0.192 -0.013 0.268
C 0.408 0.861 0.982
C 0.230 0.099 1.553
C -0.970 -0.043 0.627
H -0.112 -0.327 -0.679
H 0.437 -0.182 -0.083
H 0.300 -0.277 0.257
C 0.070 -0.389 -0.132
H 0.171 -0.304 -0.292
H -0.913 0.993 0.099
H -0.156 0.340 0.551
C 0.185 -0.089 -0.329
H -0.357 0.042 0.046
H 0.386 -0.428 0.188
H 0.904 0.643 0.488
H -0.498 -0.100 0.301
C 0.461 -0.042 -0.403
H -0.292 0.152 0.037
C -0.102 0.791 1.014
C -0.472 -0.170 -0.222
C 0.851 -0.300 0.675
H -1.093 -0.250 -0.382
H 0.138 0.453 -0.218
H 0.396 -0.013 0.269
H 0.357 0.168 -0.737
H 0.905 -0.179 -0.354
H 0.315 0.020 -0.323
H 0.176 0.330 -0.936
O 0.828 0.193 -0.929
C -1.802 -1.163 -1.487
H 0.218 0.017 -0.074
H 0.167 0.102 0.419
O 0.183 1.053 -1.235
H 0.172 0.299 -0.172
H -0.132 -0.526 0.189
H 0.557 -0.176 0.440
H -0.037 0.629 -0.009
H 0.425 -0.496 -0.935
H 0.057 0.524 -0.439
H 0.341 0.396 -0.909
H 0.220 -0.123 0.257
H -0.321 -0.051 -0.348
H 0.060 -0.440 0.049
H -0.310 -0.038 0.221
C -0.024 0.217 0.567
H -0.159 0.100 0.103
H -0.335 0.360 1.093
H -0.034 -0.256 0.535
H -0.532 0.466 0.123
H 0.153 -0.294 -0.303
N 0.253 1.034 -0.036
C 0.019 1.054 1.255
C -0.963 -0.268 0.529
O -1.621 0.924 0.257
H -0.022 -0.023 -0.108
C 0.792 1.031 -0.858
O -1.028 0.288 0.939
H 0.482 0.583 -0.020
H -0.634 -0.090 -0.159
H 0.153 -0.367 -0.432
H 0.329 -0.087 0.274
H -0.129 -0.173 -0.554
H -0.783 0.665 -0.419
H 0.025 0.196 -0.424
H -0.534 0.030 -0.606
H 0.041 0.181 -0.480
C -0.914 0.206 0.829
H -0.096 -0.492 -0.191
C 0.079 -0.023 -0.032
C 0.008 -0.721 -0.276
C -0.360 -0.260 0.133
H -0.179 -0.353 -0.204
H -0.133 0.063 -0.055
C 1.190 -1.507 -0.604
H 0.152 0.272 -0.332
H -0.274 -0.078 -0.004
H -0.400 -0.001 -0.257
C -0.785 0.396 -0.656
H -0.293 -0.175 -0.157
N -0.482 -1.519 -0.777
H 0.046 0.143 0.208
N 0.618 0.119 1.341
H 0.093 0.124 -0.103
N -0.409 0.160 -0.398
H -0.288 0.473 0.095
H -0.375 -0.197 0.315
H -0.117 -0.007 0.553
C 0.643 -0.537 -0.766
C -0.750 1.668 0.320
H -0.137 -0.243 0.129
H 0.127 0.445 0.116
H -0.516 0.136 0.684
H 0.028 0.637 -0.695
C -1.013 -0.231 0.620
H 0.235 0.287 -0.216
H -0.020 0.292 0.796
H 0.788 -0.070 -0.625
H -0.263 -0.011 0.045
C -0.429 0.663 -0.146
O -0.966 -0.562 0.412
H -0.613 -0.024 0.099
C 0.023 0.083 0.728
H -0.427 -0.046 0.025
O -0.023 0.967 -0.222
H 0.571 0.125 -0.172
H 0.277 -0.269 -0.215
H 0.326 0.162 -0.133
H 0.558 0.982 0.040
H -0.266 0.096 0.185
H -0.049 -0.100 0.445
H 0.038 -0.124 0.070
H 0.306 -0.953 0.099
H -0.242 -0.560 0.733
C 0.959 -0.170 -0.137
O -0.166 0.852 -0.309
C 0.063 -0.631 0.114
N -0.770 0.696 0.673
C -0.079 1.166 1.195
H -0.484 -0.255 -0.107
H -0.004 0.155 0.456
H -0.199 -0.093 -0.015
H -0.210 -0.291 0.522
H -0.032 0.083 -0.037
H 0.089 -0.440 0.133
C -0.345 0.886 -0.919
H -0.083 -0.706 0.097
C 1.205 -2.396 -1.331
C 0.868 -0.508 -0.425
H 0.109 0.051 -0.313
C 1.494 -0.513 -0.647
H -0.026 0.137 0.474
H 0.017 0.299 0.097
H 0.169 -0.465 0.208
H 0.132 0.200 0.735
C 1.225 1.206 0.315
C -0.411 -0.007 -2.062
H -0.035 -0.351 0.129
H 0.434 0.267 0.325
H 0.286 0.012 0.138
H 0.102 0.000 0.341
O -0.020 -0.080 0.473
O 0.635 0.509 1.311
H 0.052 -0.762 0.050
H -0.882 -0.054 0.293
H -0.003 -0.094 0.234
C -0.002 -1.404 -0.637
H 0.315 -0.075 0.138
C -0.729 0.218 0.787
O 0.770 -0.667 0.426
H 0.113 0.415 -0.071
H -0.491 0.675 -0.279
C 0.385 -0.115 -1.013
O 1.123 -0.071 -0.456
C 0.188 0.336 -0.377
H -0.184 -0.364 -0.822
O 1.066 0.100 0.588
H -0.399 -0.342 -0.100
H 0.667 0.115 -0.091
C 0.560 0.808 -1.126
H 0.053 0.231 -0.157
H 0.724 -0.364 0.123
H 0.019 -0.444 0.117
C 0.428 0.723 -0.260
H -0.028 0.393 0.070
H -0.385 -0.250 -0.027
C -0.124 -0.298 -0.564
H -0.115 0.647 0.418
H 0.147 -0.237 -0.119
C 0.550 -0.826 -1.407
O 1.235 -1.606 -1.118
H 0.388 -0.393 0.020
H -0.010 0.315 0.089
H -0.324 0.031 -0.267
H -0.067 0.863 -0.676
N -0.756 -0.506 0.437
O 0.184 0.149 -0.093
H 0.276 -0.238 0.340
H 0.375 -0.397 0.448
H 0.675 0.017 0.134
C 0.221 -0.417 0.811
N -1.574 -1.771 1.405
H -0.390 -0.369 -0.451
H -0.055 -0.031 0.349
C -0.702 -0.103 -0.214
C 0.222 0.560 0.444
H 0.173 0.361 0.453
H 0.173 0.179 -0.091
H 0.058 -0.112 0.115
H -0.008 -0.244 0.154
H 0.110 -0.232 -0.044
C 1.178 0.588 -1.367
C -1.284 0.080 1.189
N 0.142 0.539 2.051
H -0.322 0.269 -0.630
C -0.695 0.426 0.208
H -0.170 -0.223 -0.431
H -0.083 0.011 0.392
H 0.597 -0.875 0.123
H -0.186 -0.103 0.321
H -0.436 -0.211 0.302
H -0.686 -0.247 0.086
H -0.137 -0.024 -0.179
H -0.083 0.503 -0.335
H 0.075 -0.090 0.383
O -0.354 -1.599 -0.387
H 0.960 -0.323 0.908
C 1.623 0.095 0.812
C -0.674 0.194 -0.775
C -0.573 0.343 -0.802

Löwdin atomic charge list, values in e, 99 entries: 0.0701, -0.1823, -0.0682, 0.0648, -0.0836, 0.1133, 0.1020, -0.2437, -0.0342, -0.2064, -0.1367, 0.1295, 0.1158, -0.2312, -0.0651, -0.4278, -0.0284, 0.0485, 0.1179, 0.0750, -0.1432, 0.1131, 0.0621, 0.1212, -0.1012, 0.1216, 0.1157, -0.1855, 0.1244, 0.0676, 0.1185, 0.1132, 0.0995, 0.1043, -0.0263, -0.1956, -0.1097, 0.0949, 0.0909, 0.1158, -0.0993, 0.0852, 0.1086, 0.1140, -0.0112, 0.0947, 0.0667, 0.0782, 0.1163, -0.1164, 0.0734, -0.0427, -0.2356, -0.0658, 0.0862, 0.1003, 0.0772, 0.1097, 0.1221, 0.1085, 0.0340, -0.2165, -0.1615, 0.0836, 0.1222, -0.1904, 0.0842, 0.1074, 0.1181, 0.1106, 0.0853, 0.0863, 0.1235, 0.0373, 0.0850, 0.1091, 0.1076, -0.1023, 0.0926, 0.0534, 0.0621, 0.0846, 0.0670, 0.0234, -0.1834, -0.1931, -0.2032, 0.1183, -0.4245, -0.2035, 0.1105, 0.0681, 0.1082, 0.0768, 0.0604, 0.1073, 0.0665, 0.0891, 0.0770